Here is a cluster of 2 separate species, C6H8BrNO2S in total in a non-equilibrium geometry from the OMol25 dataset. Energies are from ωB97M-V/def2-TZVPD.

Results
orbital gap: 9.88 eV
relative energy (zero: lowest compared OMol25 entry of this formula, charge and spin): 75.9 kcal/mol
HOMO energy: -9.83 eV

ORCA input file:
```
! RIJCOSX wB97M-V def2-TZVPD def2/J DEFGRID3
* xyz 0 1
C -1.8599 -0.1980 0.1568
C -0.5902 0.1524 0.1284
C -2.8181 0.9478 0.2533
C 1.5433 -0.9380 -1.3652
C 1.9176 -0.6815 1.1437
C 1.0375 -1.1401 0.0269
N -2.0712 2.0874 0.2393
O -4.0156 0.8807 0.3290
O 0.2531 2.4179 -0.9018
S -0.3313 1.9193 0.3263
Br -2.5698 -1.9357 0.0532
H 1.9719 0.0565 -1.4891
H 0.7482 -1.0725 -2.0963
H 2.3209 -1.6752 -1.5738
H 2.2579 0.3413 0.9835
H 2.7991 -1.3244 1.1829
H 1.4127 -0.7451 2.1034
H 0.5199 -2.0768 0.1955
H -2.5259 2.9839 0.3039
*
```

Here is a structure of composition C6H8Cl3N2P in a non-equilibrium geometry from the OMol25 dataset. Energies are from ωB97M-V/def2-TZVPD.

Results
orbital gap: 9.59 eV
HOMO energy: -9.27 eV

ORCA input file:
```
! RIJCOSX wB97M-V def2-TZVPD def2/J DEFGRID3
* xyz 0 1
C -0.4668 -0.0474 -0.2776
C 1.2561 1.6223 -0.1976
C -1.3052 -0.7616 -1.0272
C -0.2111 1.3733 0.1094
C -1.4315 -2.2632 -1.0233
C -0.5688 1.7847 1.4709
N 0.4718 -1.1362 1.1527
N 2.1459 0.7603 -0.1301
P 1.7923 -0.7570 0.3704
Cl 1.7035 3.1529 -0.8145
Cl 3.4702 -1.1326 1.3364
Cl 1.9794 -1.6194 -1.4162
H -1.7938 -0.1664 -1.7529
H -0.8344 1.9297 -0.6306
H -1.9932 -2.8386 -1.7612
H -1.9027 -2.6329 -0.0683
H -0.4983 -2.7211 -0.8084
H 0.3212 2.3575 1.8964
H -0.5397 0.8217 2.0813
H -1.5948 2.2739 1.4904
*
```

Here is the ion C6H8ClFN with charge +1 in a non-equilibrium geometry from the OMol25 dataset. Energies are from ωB97M-V/def2-TZVPD.

Results
SMILES: [NH3+]/C=C/C=C\C=C(\F)Cl
orbital gap: 8.40 eV
HOMO energy: -12.29 eV

ORCA input file:
```
! RIJCOSX wB97M-V def2-TZVPD def2/J DEFGRID3
* xyz 1 1
C 1.2742 -0.2144 0.8365
C 0.5814 0.2203 1.9476
C 0.8050 -0.5752 -0.4801
C -0.8405 0.4056 2.2942
C 0.6037 0.2956 -1.4756
C -1.9597 0.2806 1.6012
N 0.2254 -0.1472 -2.8356
F -3.1752 0.6500 1.9391
Cl -1.9857 -0.3580 0.0328
H 2.3210 -0.1809 0.9844
H 1.0357 0.2646 2.9529
H 1.0317 -1.5847 -0.5654
H -0.9750 0.5645 3.3695
H 0.6405 1.3338 -1.1366
H -0.5545 0.3610 -3.2601
H -0.0496 -1.1640 -2.7315
H 1.0217 -0.1517 -3.4734
*
```

Here is the ion C6H8ClN2O with charge +1 in a non-equilibrium geometry from the OMol25 dataset. Energies are from ωB97M-V/def2-TZVPD.

Results
SMILES: NC(=[NH2+])Cc1ccoc1Cl
orbital gap: 8.05 eV
relative energy (zero: lowest compared OMol25 entry of this formula, charge and spin): 26.9 kcal/mol
HOMO energy: -11.94 eV

ORCA input file:
```
! RIJCOSX wB97M-V def2-TZVPD def2/J DEFGRID3
* xyz 1 1
C 1.0785 0.0616 -0.1429
C 0.8645 -1.3938 -0.3125
C -0.1058 1.0395 -0.0432
C 2.0534 -1.9586 -0.2421
C -1.5956 0.5981 0.0703
C 2.5207 0.1398 -0.0019
N -2.5056 1.2510 -0.6277
N -1.8569 -0.2469 1.0496
O 3.0452 -1.1188 -0.0434
Cl 3.5503 1.3980 0.3003
H -0.1465 1.7352 -0.7944
H -0.1932 -1.7506 -0.5167
H 0.2193 1.5714 0.9451
H 2.3992 -3.0489 -0.4213
H -2.0622 1.5788 -1.4760
H -3.5286 0.9195 -0.6607
H -0.9365 -0.5104 1.5153
H -2.8002 -0.2649 1.4022
*
```

Here is an isolated molecule of C6H8ClN3 in a non-equilibrium geometry from the OMol25 dataset. Energies are from ωB97M-V/def2-TZVPD.

Results
SMILES: CN(C)[C@H](Cl)C(C#N)C#N
orbital gap: 9.43 eV
relative energy (zero: lowest compared OMol25 entry of this formula, charge and spin): 6.6 kcal/mol
HOMO energy: -9.01 eV

ORCA input file:
```
! RIJCOSX wB97M-V def2-TZVPD def2/J DEFGRID3
* xyz 0 1
C 1.0746 -1.2557 -1.0454
N -0.0623 -0.3758 -0.9523
C -0.4571 0.2074 -2.2585
C -0.5900 -0.0673 0.3206
Cl -1.7526 1.1597 0.2188
H 1.5347 -1.2166 -2.0464
H 1.8452 -0.9948 -0.3065
H 0.7780 -2.3013 -0.8705
H 0.2751 -0.0657 -3.0375
H -1.4235 -0.1786 -2.6068
H -0.5043 1.3012 -2.2422
H -0.8620 -1.1276 0.7125
C 0.0350 0.3855 1.7630
C -0.8706 0.3052 2.8978
N -1.5500 0.0326 3.8123
C 0.5390 1.7398 1.8319
N 1.1203 2.7509 1.8500
H 0.8705 -0.2989 1.9593
*
```

Here is an isolated molecule of C6H8ClNO2S in a non-equilibrium geometry from the OMol25 dataset. Energies are from ωB97M-V/def2-TZVPD.

Results
orbital gap (spin up / spin down): 8.37 / 8.37 eV
relative energy (zero: lowest compared OMol25 entry of this formula, charge and spin): 130.8 kcal/mol
HOMO energy (spin up / spin down): -7.91 / -7.91 eV

ORCA input file:
```
! RIJCOSX wB97M-V def2-TZVPD def2/J DEFGRID3
* xyz 0 1
C 0.5863 0.1707 2.2213
C -0.1167 1.2127 2.6845
C -1.6922 -0.7834 -1.5917
C -0.3349 -1.0595 -1.9550
C 0.6232 1.9346 0.2534
C 0.6004 -1.4669 -0.8950
N 1.0459 0.0310 0.9851
O -0.7357 0.2770 -1.9739
O 0.2889 -0.9737 0.3899
S -0.5008 2.5201 1.5734
Cl 2.1085 2.6924 0.0459
H 0.7197 -0.7451 2.9039
H -0.6330 1.3145 3.6400
H -2.6368 -0.8586 -2.1724
H -1.7399 -0.6420 -0.5010
H -0.1128 -1.4604 -3.0096
H 0.2110 1.5768 -0.7455
H 1.7452 -1.1928 -1.1066
H 0.5738 -2.5474 -0.7467
*
```

Here is an isolated molecule of C6H8F2N2O3S in a non-equilibrium geometry from the OMol25 dataset. Energies are from ωB97M-V/def2-TZVPD.

Results
orbital gap (spin up / spin down): 6.91 / 7.40 eV
HOMO energy (spin up / spin down): -6.45 / -9.36 eV

ORCA input file:
```
! RIJCOSX wB97M-V def2-TZVPD def2/J DEFGRID3
* xyz 0 3
C -1.6515 1.3502 -0.2810
C -2.1894 0.3934 0.5860
C -0.4063 1.8380 -0.1931
C -1.4068 -0.5136 1.3631
C -0.3569 -1.4538 0.4318
C 0.4164 -0.8511 -0.6081
N 0.5784 2.5158 0.0042
N 0.1742 -0.8405 -2.0387
O 2.9675 -1.3867 -0.0645
O 2.3618 0.9222 -0.7812
O 1.7881 0.2891 1.4787
F -2.2797 1.7516 -1.4284
F -3.4069 -0.0681 0.3491
S 1.9736 -0.3277 -0.0834
H -0.7781 0.0191 2.1088
H -2.1341 -1.0851 1.8748
H 0.2566 -1.6526 1.2428
H -1.0492 -2.3030 -0.0642
H 1.4354 2.1689 -0.3042
H 0.5396 0.0189 -2.5667
H 0.5644 -1.5813 -2.4450
H 2.6029 0.7963 1.4192
*
```

Here is an isolated molecule of C6H8FN in a non-equilibrium geometry from the OMol25 dataset. Energies are from ωB97M-V/def2-TZVPD.

Results
SMILES: C/C=N/C=C\C=C\F
orbital gap: 8.97 eV
relative energy (zero: lowest compared OMol25 entry of this formula, charge and spin): 65.6 kcal/mol
HOMO energy: -8.00 eV

ORCA input file:
```
! RIJCOSX wB97M-V def2-TZVPD def2/J DEFGRID3
* xyz 0 1
C 0.1810 2.1708 0.6931
C -1.1359 1.8004 0.2148
C 1.2832 1.3713 0.4769
C -1.6916 0.6301 0.5732
C 0.4592 -0.9268 0.1233
C 0.2175 -1.8624 -1.0314
N 1.1093 0.0979 -0.0389
F -2.8946 0.2497 0.1084
H 0.2875 3.2573 0.7630
H -1.7150 2.5204 -0.4003
H 2.3781 1.6332 0.4808
H -1.3767 0.0439 1.4299
H -0.0159 -1.2401 1.1174
H 0.2428 -2.8911 -0.6574
H 1.0082 -1.8060 -1.8561
H -0.7454 -1.5952 -1.2036
*
```

Here is a structure of composition C6H8GaO5 in a non-equilibrium geometry from the OMol25 dataset. Energies are from ωB97M-V/def2-TZVPD.

Results
orbital gap (spin up / spin down): 9.21 / 5.03 eV
relative energy (zero: lowest compared OMol25 entry of this formula, charge and spin): 13.3 kcal/mol
HOMO energy (spin up / spin down): -18.19 / -18.15 eV

ORCA input file:
```
! RIJCOSX wB97M-V def2-TZVPD def2/J DEFGRID3
* xyz 2 2
Ga -2.8417 -0.0203 -1.6854
O -1.8643 -1.1499 -0.9450
O 0.2524 -1.7567 -0.8678
C 0.8960 -2.6735 0.0206
C 0.3902 -2.2301 1.3921
O -0.7933 -1.4972 1.0772
C -0.8058 -1.1569 -0.2462
H 0.5869 -3.6957 -0.2309
H 1.9799 -2.5702 -0.0946
H 1.0990 -1.5747 1.9143
H 0.1100 -3.0667 2.0401
O -0.7615 1.3993 -0.9913
C -0.0299 2.6608 -1.0531
C 0.5224 2.7589 0.3685
O 0.1452 1.4721 0.9568
C -0.5051 0.7796 0.1124
H 0.7252 2.5465 -1.8351
H -0.7761 3.4118 -1.3247
H 0.0580 3.5406 0.9757
H 1.6126 2.8224 0.4164
*
```

Here is a structure of composition C6H8HgMgO6 in a non-equilibrium geometry from the OMol25 dataset. Energies are from ωB97M-V/def2-TZVPD.

Results
orbital gap (spin up / spin down): 5.10 / 7.23 eV
relative energy (zero: lowest compared OMol25 entry of this formula, charge and spin): 0.0 kcal/mol
HOMO energy (spin up / spin down): -5.23 / -8.63 eV

ORCA input file:
```
! RIJCOSX wB97M-V def2-TZVPD def2/J DEFGRID3
* xyz 0 3
Mg -0.1752 1.1205 0.7573
O -0.4613 -0.9546 1.0290
O 3.1229 -1.3988 0.2658
C 3.9463 -0.2037 0.2698
C 2.9725 0.8826 -0.1449
O 1.7024 0.1709 -0.1398
C 1.8530 -1.1463 0.0973
H 4.3232 -0.0697 1.2892
H 4.7675 -0.3571 -0.4349
H 3.0845 1.2720 -1.1610
H 2.9864 1.7416 0.5325
Hg 0.2290 -2.8660 -0.4112
O -1.7431 -2.0889 -0.4071
O -2.6551 -0.5485 0.9733
C -3.5428 0.0619 0.0299
C -2.8193 1.2689 -0.5775
O -1.4684 0.9754 -0.7150
C -1.5889 -1.1670 0.4135
H -3.7752 -0.6767 -0.7498
H -4.4576 0.3402 0.5662
H -3.0070 2.1495 0.0701
H -3.2939 1.4938 -1.5526
*
```

Here is a structure of composition C6H8LiO6Yb in a non-equilibrium geometry from the OMol25 dataset. Energies are from ωB97M-V/def2-TZVPD.

Results
orbital gap (spin up / spin down): 5.70 / 4.92 eV
relative energy (zero: lowest compared OMol25 entry of this formula, charge and spin): 172.2 kcal/mol
HOMO energy (spin up / spin down): -6.78 / -6.81 eV

ORCA input file:
```
! RIJCOSX wB97M-V def2-TZVPD def2/J DEFGRID3
* xyz 0 2
O -1.5709 1.7149 1.2918
C -1.0317 -2.4433 0.7897
C -1.6534 0.4195 1.2590
O -1.7656 -3.3096 1.2879
O -1.5871 -1.5931 -0.0527
C -1.2505 -0.1962 -0.0773
H -2.4799 -0.0372 1.8378
H 0.9768 -1.7214 1.0017
H -0.1591 -0.0789 -0.0714
H -1.8197 0.2494 -0.9024
Li -0.2440 2.3236 2.4838
Yb -0.4542 -5.3163 1.0302
O -0.0206 -0.6879 4.2026
C 0.2997 0.5917 3.8745
C 0.6136 -1.7813 3.5602
O -0.5118 1.4536 4.2862
O 1.1534 0.8360 2.9927
C 0.5858 -1.8626 2.0214
H 0.2541 -2.6674 4.0944
H 1.6657 -1.7065 3.8747
H 1.6895 -2.0230 2.0073
H -0.7696 -0.6143 2.0075
*
```

Here is the ion C6H8N with charge +1 in a non-equilibrium geometry from the OMol25 dataset. Energies are from ωB97M-V/def2-TZVPD.

Results
SMILES: C1=C[C@@H]2C=C[N@@H+]2C1
orbital gap: 11.04 eV
relative energy (zero: lowest compared OMol25 entry of this formula, charge and spin): 90.0 kcal/mol
HOMO energy: -14.32 eV

ORCA input file:
```
! RIJCOSX wB97M-V def2-TZVPD def2/J DEFGRID3
* xyz 1 1
C 1.3503 1.3025 0.2931
C -0.0645 0.9923 -0.0233
C -0.6920 0.5206 -1.2598
C -0.5039 -1.4585 0.0029
C -1.0874 -0.7430 -1.2015
C 1.4997 0.2680 1.0920
N 0.0988 -0.2414 0.8803
H 1.8171 2.1535 -0.1606
H -0.6183 1.8008 0.5662
H -0.8101 1.2847 -2.0743
H 2.2527 -0.2441 1.7750
H -1.4238 -1.8923 0.5298
H 0.2706 -2.2971 -0.3159
H -1.6456 -1.2996 -1.8662
H -0.4435 -0.1464 1.7624
*
```

Here is the ion C6H8N with charge +1 in a non-equilibrium geometry from the OMol25 dataset. Energies are from ωB97M-V/def2-TZVPD.

Results
SMILES: C[C@@]12[C@H]3C[N@H+]4[C@@H]1[C@@]342
orbital gap: 10.07 eV
relative energy (zero: lowest compared OMol25 entry of this formula, charge and spin): 147.3 kcal/mol
HOMO energy: -14.46 eV

ORCA input file:
```
! RIJCOSX wB97M-V def2-TZVPD def2/J DEFGRID3
* xyz 1 1
C -1.4287 -1.1634 -0.0884
C 0.0431 -0.9370 0.2971
C -0.3147 0.9794 -0.8055
C 0.4135 0.4577 0.3716
C 0.3070 -0.3754 -1.2176
C 1.6903 0.9474 0.9985
N -1.3711 -0.0626 -1.0622
H -1.6238 -2.1904 -0.5569
H -2.2682 -0.9973 0.7230
H 0.5528 -1.6338 0.8625
H -0.3265 1.9298 -1.1746
H 1.6298 1.8806 1.7288
H 2.4441 1.1482 0.2119
H 2.0832 0.1595 1.6856
H -1.8309 -0.1427 -1.9737
*
```

Here is the ion C6H8N with charge +1 in a non-equilibrium geometry from the OMol25 dataset. Energies are from ωB97M-V/def2-TZVPD.

Results
SMILES: C=[N+]=C[C@@H]1C=CC1
orbital gap: 9.61 eV
relative energy (zero: lowest compared OMol25 entry of this formula, charge and spin): 119.4 kcal/mol
HOMO energy: -14.27 eV

ORCA input file:
```
! RIJCOSX wB97M-V def2-TZVPD def2/J DEFGRID3
* xyz 1 1
C 1.4057 0.5089 -0.3201
C 0.4893 0.9282 0.8004
C 0.1253 -0.4734 1.4138
C -1.0437 0.8447 0.2926
C -1.0511 -0.5908 0.8302
C 0.2956 -0.9701 -1.9198
N 0.8928 -0.2800 -1.1118
H 2.4593 0.4286 -0.2843
H 0.6652 1.9154 1.3316
H 0.7761 -0.7380 2.1820
H -1.6667 1.2835 1.0587
H -1.3513 0.9893 -0.7349
H -1.9274 -1.2276 1.0678
H -0.0343 -1.9758 -1.6875
H -0.0350 -0.6428 -2.9188
*
```